No. 1
{"formula": "C4H11S", "method": "ωB97M-V/def2-TZVPD", "elements": ["C", "C", "H", "H", "H", "H", "H", "H", "C", "C", "S", "H", "H", "H", "H", "H"], "coordinates": [[-2.531, 0.539, 2.410], [-1.038, 0.836, 2.348], [-2.827, -0.125, 3.222], [-3.132, 1.448, 2.417], [-2.868, 0.008, 1.530], [-0.535, 0.315, 1.545], [-0.519, 0.387, 3.204], [-0.824, 1.904, 2.433], [2.261, -0.615, -3.015], [1.399, -0.589, -1.763], [0.400, -2.095, -1.492], [1.902, 0.004, -3.836], [3.284, -0.244, -2.825], [2.355, -1.606, -3.461], [1.971, -0.415, -0.849], [0.702, 0.247, -1.869]], "atomic_forces_ev_per_a": [[-0.4, -0.1, -0.4], [0.5, -0.6, 1.2], [0.1, 0.3, 0.3], [0.0, 0.0, 0.3], [0.1, -0.1, -0.4], [-0.1, 0.5, -0.7], [-0.2, 0.1, 0.2], [0.1, -0.1, -0.5], [1.1, 0.1, -0.4], [-0.8, -0.1, 0.0], [-0.1, -0.1, 0.0], [-0.4, 0.2, 0.1], [-0.1, -0.1, 0.0], [0.0, -0.2, 0.4], [0.3, 0.1, -0.2], [0.1, 0.1, 0.2]], "charge": -1, "energy_ha": -557.1881, "de_lowest_kj_mol": 91.07, "homo_lumo_gap_ev": 5.849}



No. 2
{"formula": "C4H12", "method": "ωB97M-V/def2-TZVPD", "elements": ["C", "C", "H", "H", "H", "H", "H", "H", "C", "C", "H", "H", "H", "H", "H", "H"], "coordinates": [[1.928, -1.076, 0.099], [2.276, 0.347, -0.020], [0.828, -1.236, -0.024], [2.455, -1.656, -0.763], [2.061, -1.659, 1.000], [3.302, 0.705, 0.024], [1.843, 0.919, 0.801], [1.764, 0.800, -0.856], [-2.038, 1.161, 0.012], [-2.100, -0.396, -0.045], [-2.767, 1.523, 0.734], [-1.017, 1.366, 0.327], [-2.268, 1.543, -0.972], [-3.097, -0.785, -0.310], [-1.765, -0.873, 0.877], [-1.403, -0.682, -0.883]], "atomic_forces_ev_per_a": [[-0.4, -2.8, -2.1], [-0.3, 2.1, 1.3], [0.7, 0.4, -0.4], [-1.0, 0.7, 1.3], [0.9, 0.4, 0.6], [0.4, -0.7, -0.4], [-0.3, 0.0, 0.4], [0.1, 0.0, -0.7], [-0.3, -1.8, 0.5], [0.3, 0.3, -1.3], [0.1, 0.3, 0.1], [0.0, 0.6, -0.1], [0.1, 0.4, -0.2], [0.2, 0.2, 0.1], [0.0, 0.1, 0.0], [-0.6, -0.1, 0.9]], "charge": -1, "energy_ha": -159.5108, "de_lowest_kj_mol": 50.81, "spin_multiplicity": 2, "homo_lumo_gap_ev": [2.830, 11.908]}



No. 3
{"formula": "C4H12", "method": "ωB97M-V/def2-TZVPD", "elements": ["C", "C", "H", "H", "H", "H", "H", "H", "C", "C", "H", "H", "H", "H", "H", "H"], "coordinates": [[-1.349, -0.225, 1.205], [-2.030, 1.095, 1.759], [-0.888, -0.757, 2.027], [-2.147, -0.881, 0.825], [-0.791, -0.054, 0.297], [-3.088, 1.104, 1.545], [-1.409, 1.884, 1.347], [-1.792, 1.062, 2.815], [1.976, -0.976, -1.925], [1.374, 0.119, -1.056], [3.055, -1.061, -1.747], [1.583, -1.972, -1.742], [1.948, -0.765, -2.999], [0.393, -0.238, -0.811], [1.964, 0.240, -0.139], [1.428, 1.133, -1.440]], "atomic_forces_ev_per_a": [[-2.4, 0.2, -0.2], [2.1, -1.6, -0.3], [0.7, -0.1, -0.3], [0.1, -0.1, 0.3], [0.5, 0.1, 0.6], [-0.1, 0.5, 0.0], [-0.7, 0.6, -0.1], [-0.6, 0.4, 0.4], [1.6, 0.3, -0.7], [0.9, -0.4, 0.4], [-0.1, 0.0, 0.1], [-0.3, 0.1, 0.1], [-0.5, -0.1, 0.1], [-0.4, 0.7, 0.1], [-0.3, -0.5, 0.2], [-0.5, -0.1, -0.7]], "charge": 0, "energy_ha": -159.5561, "de_lowest_kj_mol": 75.93, "homo_lumo_gap_ev": 12.558}